#i
The following is a DFT calculation (the ωB97M-V functional and the def2-TZVPD basis) of a structure of composition C19H16F3HfN7O7S2.

Results
E_HOMO, hartree: -0.2890
HOMO-LUMO gap, eV: 7.325
Molar mass, g/mol: 753.997

```
! wB97M-V def2-TZVPD RIJCOSX def2/J DEFGRID3
* xyz 0 1
Hf -0.524 0.040 -0.026
N -3.572 0.617 3.390
C -2.972 0.148 2.282
S -1.576 -0.831 2.429
N -3.543 0.450 1.131
N -2.823 0.139 0.049
C -3.449 0.054 -1.066
C -2.692 -0.144 -2.283
C -3.308 -0.629 -3.434
C -2.551 -0.802 -4.574
C -1.218 -0.414 -4.556
C -0.685 0.074 -3.378
N -1.384 0.173 -2.247
H -3.274 0.252 4.275
H -4.435 1.126 3.305
H -4.528 0.157 -1.104
H -4.361 -0.874 -3.408
H -2.991 -1.221 -5.469
H -0.597 -0.502 -5.435
H 0.339 0.414 -3.341
O -1.666 3.810 0.896
C -1.020 2.796 0.798
O -1.053 1.951 -0.196
C -0.049 2.390 1.889
C 0.390 3.300 2.835
C 1.353 2.896 3.736
C 1.820 1.589 3.676
C 1.294 0.733 2.730
N 0.370 1.123 1.850
H -0.010 4.303 2.807
H 1.748 3.582 4.474
H 2.579 1.232 4.358
H 1.596 -0.304 2.671
F -1.637 -3.657 1.899
C -0.607 -4.011 1.150
F -1.013 -4.979 0.319
F 0.352 -4.495 1.942
S 0.109 -2.672 0.060
O -1.094 -2.042 -0.515
O 0.954 -3.486 -0.747
O 0.752 -1.664 0.923
C 3.573 -1.825 -1.945
N 3.241 -0.584 -1.251
C 4.209 0.254 -0.761
C 3.907 1.432 -0.202
C 2.513 1.840 -0.072
O 2.176 2.936 0.333
N 1.571 0.899 -0.495
C 1.931 -0.225 -1.095
O 0.996 -0.946 -1.538
H 4.561 -2.155 -1.633
H 3.571 -1.668 -3.025
H 2.836 -2.583 -1.702
H 5.226 -0.097 -0.874
H 4.668 2.104 0.163
*
```

***

#ii
The following is a DFT calculation (the ωB97M-V functional and the def2-TZVPD basis) of a structure of composition C19H16F3HfN7O7S2.

Results
E_HOMO, hartree: -0.3064
HOMO-LUMO gap, eV: 7.230
Molar mass, g/mol: 753.997

```
! wB97M-V def2-TZVPD RIJCOSX def2/J DEFGRID3
* xyz 0 1
Hf -0.217 0.694 1.109
N -2.483 1.838 4.741
C -2.116 1.819 3.454
S -0.542 2.415 3.030
N -3.029 1.422 2.583
N -2.505 1.345 1.347
C -3.294 1.366 0.343
C -2.678 1.473 -0.972
C -3.448 1.628 -2.117
C -2.821 1.879 -3.323
C -1.440 1.985 -3.345
C -0.743 1.788 -2.164
N -1.332 1.512 -1.001
H -1.782 2.012 5.438
H -3.334 1.368 5.001
H -4.369 1.436 0.472
H -4.526 1.569 -2.043
H -3.400 2.006 -4.228
H -0.900 2.209 -4.253
H 0.335 1.841 -2.156
O -2.290 -2.303 3.186
C -1.688 -1.680 2.347
O -0.951 -0.625 2.531
C -1.739 -2.086 0.892
C -2.318 -3.271 0.491
C -2.307 -3.588 -0.856
C -1.723 -2.700 -1.746
C -1.175 -1.528 -1.261
N -1.182 -1.217 0.038
H -2.749 -3.911 1.247
H -2.739 -4.515 -1.208
H -1.673 -2.910 -2.805
H -0.695 -0.831 -1.928
F 4.393 -0.194 2.917
C 3.828 -1.091 2.111
F 4.057 -0.707 0.842
F 4.421 -2.269 2.296
S 2.025 -1.242 2.436
O 1.941 -1.652 3.797
O 1.531 -2.100 1.391
O 1.592 0.175 2.198
C 4.128 -0.872 -2.630
N 3.356 0.070 -1.831
C 3.849 1.280 -1.481
C 3.165 2.145 -0.703
C 1.904 1.693 -0.223
O 1.140 2.362 0.546
N 1.419 0.481 -0.560
C 2.093 -0.371 -1.393
O 1.666 -1.435 -1.793
H 5.075 -0.409 -2.895
H 3.580 -1.138 -3.531
H 4.306 -1.780 -2.058
H 4.833 1.508 -1.869
H 3.554 3.107 -0.412
*
```

***

Stability, lowest: #i

***

#i
The following is a DFT calculation (the ωB97M-V functional and the def2-TZVPD basis) of a structure of composition C13H24N2O2.

Results
E_HOMO, hartree: -0.3167
HOMO-LUMO gap, eV: 9.157
Molar mass, g/mol: 240.347

```
! wB97M-V def2-TZVPD RIJCOSX def2/J DEFGRID3
* xyz 0 1
C 3.838 1.838 -2.172
H 3.823 2.952 -2.227
H 3.189 1.485 -3.180
H 4.780 1.476 -2.211
C 2.971 1.699 -1.010
C 3.811 2.058 0.315
H 4.899 1.631 0.487
H 3.157 1.781 1.033
H 3.812 3.134 0.112
C 2.882 -0.016 -0.941
C 1.887 -0.731 -0.158
N 0.589 -0.691 -0.828
C -0.050 -1.682 -0.991
O 0.512 -3.063 -0.848
C -1.372 -1.524 -1.781
H -1.963 -2.367 -1.308
H -1.199 -1.606 -2.628
C -1.596 -0.167 -1.216
H -2.309 0.299 -2.157
C -2.480 -0.178 -0.001
O -3.498 0.739 -0.087
N -1.993 -1.004 0.987
H -1.343 -1.593 0.808
C -2.712 -1.065 2.338
C -2.905 0.415 2.686
H -3.354 0.314 3.947
H -1.779 0.894 3.208
H -3.386 1.028 2.256
C -4.156 -1.449 2.163
H -4.759 -1.545 3.144
H -4.321 -2.466 1.496
H -4.854 -0.626 1.396
H -2.300 -1.722 2.862
C -0.267 0.560 -0.955
H -0.276 1.218 -0.153
H 0.080 0.754 -1.981
H 1.641 0.154 0.730
H 2.201 -1.749 0.475
H 3.902 -0.510 -0.691
H 2.846 -0.556 -2.026
H 2.052 1.881 -0.891
*
```

***

#ii
The following is a DFT calculation (the ωB97M-V functional and the def2-TZVPD basis) of the molecule C13H24N2O2.

Results
E_HOMO, hartree: -0.3376
SMILES string: CC(C)CCN1C[C@H](C(=O)NC(C)C)CC1=O
HOMO-LUMO gap, eV: 9.714
Molar mass, g/mol: 240.347

```
! wB97M-V def2-TZVPD RIJCOSX def2/J DEFGRID3
* xyz 0 1
C -0.035 0.838 3.815
H 0.583 0.853 4.710
H -1.073 0.724 4.117
H 0.069 1.797 3.310
C 0.382 -0.311 2.898
C 0.208 -1.648 3.615
H -0.804 -1.731 4.005
H 0.903 -1.727 4.448
H 0.373 -2.480 2.937
C 1.830 -0.100 2.440
C 2.308 -1.125 1.406
N 1.435 -1.222 0.265
C 0.659 -2.300 0.019
O 0.657 -3.318 0.675
C -0.185 -2.009 -1.206
H -1.239 -2.031 -0.917
H -0.023 -2.773 -1.964
C 0.205 -0.604 -1.665
H 0.581 -0.606 -2.690
C -0.988 0.358 -1.591
O -2.047 0.073 -1.079
N -0.727 1.565 -2.136
H 0.176 1.742 -2.549
C -1.670 2.668 -2.131
C -1.127 3.815 -1.281
H -1.849 4.625 -1.242
H -0.935 3.475 -0.267
H -0.200 4.198 -1.705
C -1.952 3.119 -3.562
H -2.698 3.908 -3.564
H -2.326 2.286 -4.153
H -1.045 3.499 -4.027
H -2.584 2.272 -1.678
C 1.307 -0.147 -0.682
H 1.028 0.783 -0.172
H 2.267 0.020 -1.190
H 2.342 -2.122 1.848
H 3.316 -0.856 1.065
H 2.495 -0.159 3.304
H 1.926 0.905 2.021
H -0.271 -0.304 2.019
*
```

***

Stability, lowest: #i

***

#i
The following is a DFT calculation (the ωB97M-V functional and the def2-TZVPD basis) of a structure of composition CH3N3S.

Results
E_HOMO (alpha / beta), hartree: -0.3321 / -0.3322
HOMO-LUMO gap (alpha / beta), eV: 8.004 / 8.007
Molar mass, g/mol: 89.123

```
! wB97M-V def2-TZVPD RIJCOSX def2/J DEFGRID3
* xyz 0 1
C 0.628 1.084 2.582
N 1.659 0.642 2.873
N 0.369 0.404 -0.600
N -0.727 0.380 0.071
S -0.700 1.793 1.909
H 1.176 -0.064 -0.335
H 0.434 1.080 -1.443
H -0.515 -0.186 0.849
*
```

***

#ii
The following is a DFT calculation (the ωB97M-V functional and the def2-TZVPD basis) of a cluster of 2 separate species, CH3N3S in total.

Results
E_HOMO, hartree: -0.3551
SMILES string: N#[N+][S-].C=N
HOMO-LUMO gap, eV: 10.158
Molar mass, g/mol: 89.123

```
! wB97M-V def2-TZVPD RIJCOSX def2/J DEFGRID3
* xyz 0 1
C 1.497 0.010 0.505
N -1.263 -0.509 -0.405
N -2.258 -0.026 -0.191
N 0.906 0.502 -0.551
S -3.554 0.694 0.006
H 1.981 -0.980 0.415
H 1.744 0.611 1.435
H 0.947 -0.302 -1.215
*
```

***

Stability, lowest: #i

***

#i
The following is a DFT calculation (the ωB97M-V functional and the def2-TZVPD basis) of a cluster of 2 separate species, C12H20 in total.

Results
E_HOMO, hartree: -0.3267
SMILES string: CCc1ccccc1.CC(C)C
HOMO-LUMO gap, eV: 9.826
Molar mass, g/mol: 164.292

```
! wB97M-V def2-TZVPD RIJCOSX def2/J DEFGRID3
* xyz 0 1
C 0.108 -1.812 -1.854
C -1.120 -2.554 -1.278
C 0.559 -2.491 -3.090
C -0.144 -0.343 -2.121
H 0.998 -1.833 -1.060
H -2.079 -2.349 -2.020
H -1.488 -2.179 -0.278
H -0.130 -2.838 -3.908
H 1.335 -1.768 -3.661
H 1.216 -3.320 -2.788
H -0.776 -0.304 -3.026
H -0.573 0.186 -1.210
H 0.817 0.115 -2.314
H -0.879 -3.622 -1.141
C 2.000 1.263 0.662
C 2.299 2.805 0.690
C 0.566 1.077 0.998
C -0.644 1.738 0.626
C 0.400 -0.088 1.803
C -1.891 1.281 1.063
C -0.800 -0.414 2.337
C -2.004 0.251 1.958
H 2.071 0.972 -0.420
H 2.710 0.786 1.300
H 1.394 3.330 0.200
H -0.640 2.673 0.096
H 1.057 -0.853 1.817
H -2.803 1.708 0.522
H -0.787 -1.085 3.113
H -2.992 -0.300 2.491
H 3.069 3.070 -0.122
H 2.491 3.337 1.637
*
```

***

#ii
The following is a DFT calculation (the ωB97M-V functional and the def2-TZVPD basis) of a cluster of 2 separate species, C12H20 in total.

Results
E_HOMO, hartree: -0.3487
SMILES string: c1ccccc1.CCCCCC
HOMO-LUMO gap, eV: 10.568
Molar mass, g/mol: 164.292

```
! wB97M-V def2-TZVPD RIJCOSX def2/J DEFGRID3
* xyz 0 1
C 1.246 1.437 -2.622
C -2.640 -2.602 0.499
C -0.110 0.982 -2.081
C -1.285 -2.147 -0.042
C -0.024 -0.348 -1.335
C -1.371 -0.817 -0.788
H 1.645 0.684 -3.322
H 1.962 1.561 -1.792
H 1.154 2.398 -3.155
H -2.549 -3.563 1.032
H -3.356 -2.726 -0.331
H -3.040 -1.849 1.199
H -0.509 1.753 -1.393
H -0.825 0.877 -2.919
H -0.886 -2.918 -0.730
H -0.570 -2.042 0.797
H 0.374 -1.119 -2.022
H 0.690 -0.244 -0.496
H -1.769 -0.046 -0.101
H -2.085 -0.921 -1.627
C -0.019 1.705 1.659
C -0.021 0.475 2.317
C 1.165 2.201 1.111
C 1.160 -0.260 2.427
C 2.346 1.467 1.221
C 2.344 0.236 1.879
H -0.948 2.283 1.572
H -0.953 0.085 2.748
H 1.167 3.169 0.593
H 1.158 -1.228 2.945
H 3.278 1.857 0.790
H 3.273 -0.342 1.966
*
```

***

#iii
The following is a DFT calculation (the ωB97M-V functional and the def2-TZVPD basis) of a cluster of 2 separate species, C12H20 in total.

Results
E_HOMO, hartree: -0.3308
SMILES string: CCc1ccccc1.CC(C)C
HOMO-LUMO gap, eV: 9.953
Molar mass, g/mol: 164.292

```
! wB97M-V def2-TZVPD RIJCOSX def2/J DEFGRID3
* xyz 0 1
C -2.000 2.101 0.194
C -2.087 3.619 0.381
C -3.206 1.531 -0.551
C -0.707 1.662 -0.528
H -1.924 1.634 1.159
H -3.126 3.956 0.311
H -1.646 4.182 -0.437
H -3.125 1.716 -1.620
H -3.337 0.459 -0.407
H -4.138 1.986 -0.199
H -0.750 1.809 -1.613
H 0.141 2.256 -0.193
H -0.571 0.626 -0.244
H -1.604 3.864 1.325
C -0.614 -2.149 0.065
C -0.451 -3.573 -0.488
C 0.679 -1.374 0.094
C 1.555 -1.294 -0.975
C 0.964 -0.673 1.281
C 2.762 -0.621 -0.825
C 2.187 -0.056 1.436
C 3.074 0.005 0.367
H -1.443 -1.662 -0.439
H -0.983 -2.265 1.087
H -0.375 -3.592 -1.580
H 1.153 -1.614 -1.932
H 0.264 -0.769 2.100
H 3.522 -0.587 -1.597
H 2.408 0.535 2.316
H 3.972 0.584 0.492
H -1.364 -4.140 -0.287
H 0.419 -4.092 -0.090
*
```

***

Stability, lowest: #i